The following is a DFT calculation (wB97M-V/def2-TZVPD) of 10 unconnected molecules or ions with the total composition C33H61Cl18NO3P2 in a non-equilibrium geometry.

Geometry (Å):
O -7.453 1.114 1.396
H -5.380 -0.759 -0.180
H -0.427 2.086 -1.927
C -8.916 -1.906 -1.863
H -10.919 0.837 -1.963
H -4.204 2.114 0.691
Cl 7.240 -3.026 -0.102
H 10.732 5.591 4.628
H -5.714 -6.640 7.551
H -10.770 -1.481 -2.867
Cl 11.318 4.084 2.234
C 0.021 1.142 -1.596
Cl 11.776 3.713 5.592
Cl 3.977 -3.973 -0.271
H -4.009 -0.391 -1.780
H -7.383 -4.266 2.179
C -7.932 -1.432 -1.004
C -10.093 0.189 -1.712
Cl 9.717 3.084 -3.150
H 9.863 2.839 3.604
H -9.244 -3.402 0.705
H 1.730 -1.121 0.395
H 1.629 2.791 0.456
H 8.643 4.939 -4.122
H -7.027 -6.344 5.410
H 14.390 -2.850 1.418
C -8.358 -4.738 2.114
H 2.211 2.071 -1.062
C 7.584 -4.160 -1.426
C 10.433 4.557 4.777
H -6.552 3.856 0.235
H -7.098 -2.059 -0.723
H -7.051 -4.931 6.475
C 9.056 -4.460 -1.527
C -9.116 0.657 -0.844
C -11.340 3.797 -0.184
P -4.639 1.695 -0.589
C -10.995 4.524 1.088
H -3.258 1.039 -2.460
H 4.096 -1.912 0.864
Cl -7.955 -4.874 -0.585
C -5.298 -6.131 6.683
H 1.478 -2.575 -0.579
H -4.622 -5.352 7.026
C 8.625 0.955 0.243
H 7.087 3.681 -5.667
C 1.732 1.863 -0.107
H -7.613 3.946 -1.272
C 7.995 1.012 -1.121
H 7.030 -5.075 -1.217
P -3.333 3.437 -1.384
H -4.820 5.135 -1.092
Cl -8.137 -6.483 2.410
C -3.529 0.549 -1.523
C -8.035 -0.146 -0.483
C -6.417 -5.560 5.852
C -9.017 -4.465 0.788
H -5.171 0.132 1.301
H -1.362 -0.055 -2.703
H 12.837 -2.151 -1.124
C -1.019 0.047 -1.674
H 2.837 -2.973 1.514
H 8.590 0.426 -1.819
C -5.592 0.197 0.296
N -3.988 4.811 -0.599
H -11.732 4.286 1.854
H -9.939 -5.029 0.673
Cl 6.350 0.317 -1.133
Cl -10.294 4.296 -1.542
H 7.825 2.166 -5.130
H 7.931 2.028 -1.487
C 2.227 -1.878 -0.213
Cl 12.735 -4.380 -0.387
Cl 2.919 -1.027 -1.619
C 7.995 3.230 -5.269
Cl -4.337 -7.331 5.783
H -3.320 5.570 -0.650
H -10.981 5.601 0.938
C 13.821 -2.168 0.792
H -12.365 4.018 -0.475
C 13.506 -2.784 -0.546
C -7.046 0.422 0.485
H 2.393 1.200 0.452
H -2.356 -0.535 -0.088
H -4.313 2.906 -3.307
H -8.856 -2.911 -2.248
H 7.202 -3.726 -2.346
C -6.140 2.452 -1.280
Cl 12.345 -1.712 1.682
H 9.583 4.533 5.458
H 9.151 4.366 3.079
H 0.845 0.909 -2.274
H 14.400 -1.258 0.647
Cl -5.812 -4.536 4.524
Cl 7.829 2.060 1.399
Cl 9.263 3.426 -6.505
H -8.984 -4.354 2.918
H -0.563 -0.903 -1.398
C 8.360 3.901 -3.970
C 10.052 3.901 3.476
H 8.585 -0.049 0.659
O -3.793 3.653 -2.993
H -6.520 2.029 -2.207
O 0.468 1.247 -0.260
C 3.281 -2.583 0.600
H 9.668 1.264 0.178
C -2.215 0.326 -0.741
H 14.425 -2.929 -1.111
H -9.184 1.656 -0.436
H -11.236 2.721 -0.060
H 9.228 -5.248 -2.258
H 7.509 3.867 -3.291
H 9.466 -4.775 -0.571
Cl 9.981 -3.036 -2.071
H -2.004 1.180 -0.105
Cl -9.405 4.028 1.715
C -6.783 3.486 -0.753
C -9.996 -1.107 -2.212

Its SMILES is C=C[PH](CCCCOC)(CC(=O)c1ccccc1)P(N)O.ClCCCl.ClCCCl.ClCCCl.ClCCCl.ClCCCl.ClCCCl.ClCCCl.ClCCCl.ClCCCl. The value obtained for the frontier orbital gap is 7.327 eV. The calculation puts the calculated total energy at -286824.270 eV. The net charge is 0. As for the LUMO energy: 0.46 eV.

The following is a DFT calculation (wB97M-V/def2-TZVPD) of 5 unconnected molecules or ions with the total composition C33H61ClF3N2O11S2 in a non-equilibrium geometry.

Geometry (Å):
N -0.646 -1.675 1.118
H 4.109 -2.324 -6.160
H -1.450 2.977 -2.660
C 1.207 -1.043 4.084
H -0.029 5.052 -2.214
H -0.097 -2.221 0.421
H 0.488 -1.932 4.380
C -3.532 -0.629 2.289
H -3.491 -1.484 6.379
H -5.885 0.657 6.772
H -2.476 -4.062 2.811
Cl -8.554 -2.529 2.026
H -4.202 0.156 2.890
C -3.502 -0.770 5.421
H 4.109 3.117 -4.682
O -0.616 2.759 4.144
C 1.883 1.221 2.855
H -1.884 3.161 -0.786
H -5.342 2.425 6.375
C -3.032 2.670 2.834
H -3.381 0.701 7.233
C 4.185 6.431 -5.771
O -8.059 -3.006 -0.922
C -1.296 0.598 -0.270
C 3.038 2.197 -3.048
H 6.787 -5.091 -6.337
C -0.283 1.521 -1.178
C 0.661 0.175 3.159
H 8.382 -5.077 -5.547
H 7.041 -6.033 -4.873
O -6.677 2.559 2.902
N 3.859 -0.122 4.359
C 3.341 0.950 3.468
H 3.020 -1.975 5.300
H 5.492 5.152 -5.100
O -0.625 3.097 1.624
H 3.128 6.652 -5.598
H 5.476 5.840 -7.400
C -2.115 -1.024 4.633
C 2.564 -2.606 -4.672
H -2.211 1.221 0.171
F 1.445 -3.799 2.002
H 3.202 4.105 -2.692
H 4.840 -1.588 -4.106
C 3.480 -1.724 -5.495
H -4.096 -2.669 3.213
H -0.305 4.847 -0.358
H -3.483 2.346 1.778
O 4.319 -0.963 -4.638
H 2.896 -1.030 -6.106
C -0.595 -0.173 0.983
C 6.873 -3.906 -4.535
C 4.120 2.185 -4.108
O -5.862 1.196 4.707
H 4.774 7.305 -5.475
C -3.663 0.760 6.078
C 2.724 -1.054 4.597
H 1.908 -3.196 -5.317
H -5.531 -1.710 2.468
C -1.394 -2.019 2.213
C -6.421 2.473 4.236
H -4.321 -2.031 -0.034
H -4.496 -1.020 4.863
H -3.659 2.123 3.653
H -1.779 -0.231 -0.970
H -3.582 -3.664 0.746
H 3.983 1.346 -4.796
C 0.484 -4.940 1.766
C 0.033 4.262 -1.341
H -0.730 -3.799 3.469
H 3.840 5.201 -7.511
O -0.887 -4.479 1.453
C -1.007 2.974 -1.573
H -6.054 -4.386 1.554
S -1.207 2.203 2.789
C -4.396 -2.830 0.849
H -2.890 1.525 5.606
H 3.145 -3.287 -4.042
H 4.142 6.917 -7.877
H -3.496 -0.234 1.191
H 7.116 -2.970 -5.046
H -1.743 -2.136 4.857
H 3.065 1.273 -2.462
C 7.302 -5.094 -5.371
H 1.117 3.863 -1.150
H -1.285 -0.331 5.141
C -5.222 1.312 6.026
O 3.237 3.289 -2.163
H -6.717 3.394 4.895
O -6.762 -1.040 0.020
C -4.393 -2.020 2.275
H 4.181 1.748 3.168
O 4.550 5.335 -4.945
H 1.724 2.165 2.163
C 4.422 6.084 -7.226
O 5.469 -3.944 -4.323
F 0.534 -5.959 2.857
C -2.056 -0.721 3.034
C -1.432 -3.622 2.519
H 5.109 2.106 -3.646
S -7.295 -2.477 0.314
C -0.873 0.360 2.545
H -3.081 3.842 2.874
H 7.375 -3.909 -3.562
H 1.948 -1.999 -4.000
H 0.676 1.783 -0.553
F 0.981 -5.638 0.531
H 5.265 -4.775 -3.861
C -5.858 -3.624 0.671
H 0.562 -0.008 0.740
H 0.021 1.003 -2.187
H -5.720 -4.302 -0.301
H 2.046 2.289 -3.501

The value obtained for the frontier orbital gap is 6.817 eV. The calculation puts the calculated total energy at -103030.057 eV. The net charge is +1. As for the LUMO energy: -4.50 eV.

The following is a DFT calculation (wB97M-V/def2-TZVPD) of 6 unconnected molecules or ions with the total composition C33H61F9N5O20PS in a non-equilibrium geometry.

Geometry (Å):
O 5.854 9.767 -4.616
O 5.903 7.608 -4.570
H 2.794 -4.481 1.666
C 2.403 1.440 1.399
H 4.227 11.058 -4.506
O 2.962 -7.858 -0.135
C 5.270 8.684 -4.105
C 2.945 -1.406 -2.503
C -8.972 -3.360 -1.662
H -3.202 0.950 -0.477
H -10.051 -3.433 -1.757
H 5.840 11.785 -4.686
F 1.611 6.154 -3.567
H -2.752 -1.258 0.122
H -4.936 2.377 -0.612
C 0.220 -0.535 7.241
C -4.814 0.692 -1.900
H 3.682 -2.014 -3.035
F 1.387 3.976 0.005
H 0.345 1.443 1.291
F 2.105 5.304 -5.493
C -1.986 -1.284 -0.666
H -6.163 0.568 0.875
C -7.209 -4.762 -1.102
H -2.272 -3.275 -3.083
O 4.331 8.678 -3.352
H 4.756 -7.807 -1.187
F 3.630 4.003 -4.008
H 1.324 -4.494 0.646
H 1.108 -2.430 -2.514
F 3.055 4.914 -1.662
H 1.200 -0.923 2.854
O -6.410 -3.869 -1.255
O 3.473 -3.697 3.736
H 1.248 3.897 2.743
H 2.852 2.224 0.770
C 5.268 11.003 -4.196
H -5.276 -0.165 -1.402
O 2.260 -0.537 -3.412
C 3.727 -2.548 3.993
C 1.282 2.892 3.155
H 3.283 -7.816 -2.190
H 6.096 -3.673 4.075
F 1.900 2.709 -4.131
N -2.582 -3.684 -2.208
H 5.965 5.582 -4.545
C 0.300 -0.526 -0.892
H 3.504 -0.799 -1.777
P -1.606 -3.125 -0.918
N -6.714 1.342 1.240
H 3.773 -9.284 -1.312
C -7.174 2.033 0.286
S 0.073 2.177 -1.304
C 1.549 5.048 -4.304
O -0.297 1.892 -2.660
H -8.718 -2.621 -0.905
O -0.869 -0.597 -0.105
H -1.927 -0.491 -2.709
O -6.917 -6.009 -0.736
H -8.301 3.065 1.521
C 1.006 0.817 -0.540
H 2.831 -0.592 7.023
H -5.379 -7.249 -0.235
H 1.240 -4.964 2.360
O -8.524 -4.662 -1.268
O 1.070 0.490 7.279
C 5.369 6.369 -4.093
H -7.461 2.508 -1.564
O -2.363 -3.783 0.382
H 1.919 -2.365 2.121
N 1.129 0.951 0.882
C -3.324 0.727 -1.538
H 0.110 -0.504 -1.967
H 2.892 1.150 6.680
H -3.393 -1.291 -2.235
C 2.332 3.873 -3.635
C -5.516 -6.214 -0.529
H 2.186 -1.160 -0.023
C 1.724 -1.853 3.059
C 2.820 -6.546 0.061
H -4.883 0.556 -2.982
O 2.078 -6.361 1.145
C 2.198 1.956 2.808
H 5.449 6.312 -3.008
C 1.854 -4.981 1.465
O 0.408 -1.586 6.683
H -8.536 -3.077 -2.618
H 2.103 0.048 5.530
H -3.181 -3.319 0.604
H -1.500 -2.115 8.440
H 5.294 -3.833 5.658
F 0.216 4.742 -1.649
O 2.958 -1.501 3.700
H -5.415 2.716 -2.272
H -2.861 1.533 -2.108
O 4.830 -2.105 4.596
H 5.341 11.114 -3.116
C 5.753 -3.138 4.959
H 2.838 1.533 3.582
H 6.591 -2.636 5.434
N -8.052 3.102 0.540
N -6.924 1.796 -1.082
C -2.624 -0.604 -1.874
H -5.158 -5.558 0.262
H -2.700 -0.805 8.538
F 3.114 2.748 -1.749
O -1.012 2.477 -0.412
O 3.289 -5.680 -0.636
C 1.051 3.775 -1.283
H -7.604 3.991 0.352
H 2.357 -3.249 -1.571
C -5.503 1.990 -1.463
C 1.338 -1.619 -0.534
H -2.222 -1.453 6.952
O -0.874 -0.199 7.921
C -1.880 -1.217 7.957
H -3.580 -3.519 -2.089
H 2.826 0.204 -3.641
H 1.112 -2.470 3.716
H 2.006 0.740 -0.964
H 3.133 0.629 1.458
C 2.378 3.835 -2.081
H 0.532 2.662 3.909
H 4.334 6.263 -4.398
C 2.296 0.247 6.581
F 0.279 4.705 -4.497
H 0.839 -2.359 0.081
C 3.745 -8.199 -1.281
C 1.917 -2.275 -1.795
H -4.969 -6.017 -1.449

Its SMILES is [H]/N=C(/N)NCCCC[C@H](O[C@H](CCCO)[C@H](NCC=C)S(=O)(=O)C(F)(F)C(F)(F)C(F)(F)C(F)(F)F)P(N)O.COC(=O)OC.COC(=O)OC.COC(=O)OC.COC(=O)OC.COC(=O)OC. The value obtained for the frontier orbital gap is 8.614 eV. The calculation puts the calculated total energy at -128189.542 eV. The net charge is 0. As for the LUMO energy: 0.23 eV.

The following is a DFT calculation (wB97M-V/def2-TZVPD) of 4 unconnected molecules or ions with the total composition C33H63BrF3N7O7P2 in a non-equilibrium geometry.

Geometry (Å):
H -2.049 4.914 -1.921
H -7.159 0.408 0.211
H -0.518 6.049 0.506
H 5.137 -0.188 -0.500
H -1.874 -3.158 4.780
C -1.697 5.704 -1.241
H 5.642 4.364 -2.729
H -1.169 5.568 -3.697
N -6.031 2.812 0.500
C -3.402 1.616 -0.671
H -5.035 -2.145 6.370
H 7.366 -2.450 -0.813
H 6.450 3.897 -6.027
C 5.811 -2.613 2.186
H 7.565 3.659 -3.867
F -6.257 -0.697 2.185
C -0.587 5.260 -0.262
C -4.783 -0.327 -2.221
C -1.624 2.887 -0.308
N 6.677 -2.130 1.128
H -3.275 -2.146 3.098
H 6.290 2.145 -6.221
H -4.685 -2.165 4.144
H 6.965 -0.249 1.941
F -6.309 -2.863 2.104
H 1.359 0.919 -2.877
H -7.607 -1.383 -3.154
H 0.067 3.530 0.924
N -5.631 -0.835 -4.757
C 6.053 -4.070 2.551
C -6.748 -1.677 0.069
N -1.571 1.410 -2.232
C -6.752 -0.272 -0.544
C -0.865 3.933 0.503
C -1.079 6.804 -2.170
H 4.709 1.332 -4.823
C -6.000 -1.756 1.420
C -0.980 2.296 -1.472
Br 2.141 2.088 -0.329
H -1.787 7.620 -2.386
H 4.752 4.706 -4.987
O -0.567 6.254 -3.385
C 6.663 -0.683 0.982
H 4.499 -0.370 1.145
H -5.383 -4.489 5.263
C -3.596 -2.098 4.138
H -3.274 -4.186 4.521
C -5.377 0.205 -1.018
O -6.984 -2.086 -2.923
H -5.377 -5.120 6.918
C 5.211 1.230 -3.849
H -3.886 -2.678 -4.131
H 7.039 -3.885 0.088
H -7.432 -0.229 -1.399
F -4.655 -1.811 1.167
H 5.472 -0.898 -4.046
H -4.675 -2.971 7.842
C -2.371 -4.009 7.163
P -5.518 -1.547 -3.370
C 5.349 -0.021 0.556
P 0.759 2.779 -1.979
H -6.569 -3.929 6.434
H -3.305 -1.124 4.535
H -6.381 -2.469 -0.597
H 7.450 -0.389 0.282
H -6.597 -0.832 -5.069
H -3.066 -0.291 -3.469
C -4.691 1.149 -0.303
N 5.925 2.435 -3.472
H -1.498 4.185 1.367
H -3.443 -5.895 7.427
C -4.611 -3.078 6.756
H -2.517 -5.808 5.919
O -5.317 1.633 0.848
H 4.745 -2.478 1.946
C 5.047 3.551 -3.155
C 6.901 2.936 -5.784
H -2.537 6.207 -0.740
N -3.212 -3.131 6.366
H 7.874 2.907 -6.281
C 7.093 2.760 -4.273
O -4.568 -2.837 -3.461
C -2.826 1.060 -1.813
H 7.103 -4.244 2.792
O 1.116 1.787 -3.243
H -8.276 -2.922 0.201
H 3.418 4.784 -3.853
H 0.374 5.284 -0.793
C 4.172 4.116 -4.278
H 6.607 -0.145 -2.920
N -2.822 2.575 0.118
C -2.955 -3.219 4.941
C -3.539 0.108 -2.569
H 4.495 -3.320 -0.138
H 7.839 1.974 -4.119
O -6.915 2.949 1.246
C -2.527 -5.521 6.971
C 6.646 -2.884 -0.114
H -0.200 7.238 -1.671
H -2.511 -3.770 8.221
H 4.387 3.231 -2.343
H 5.765 -4.746 1.744
C 6.088 -0.014 -3.872
H 5.999 -2.017 3.084
H 5.457 -4.337 3.425
H 5.370 -3.838 -1.572
H 6.831 0.026 -4.670
H 3.642 3.335 -4.824
C -5.525 -4.226 6.313
H 5.006 -2.137 -1.353
O -8.113 -1.987 0.362
C 5.297 -3.044 -0.825
H -1.697 -6.039 7.458
H -1.328 -3.748 6.952
H 5.421 1.060 0.697
H 4.418 1.056 -3.113

Its SMILES is N=P(O)(O)c1cc2nc(P(O)Br)c(CCCCO)nc2c(ON=O)c1C[C@H](O)C(F)(F)F.CCN(CC)CC.CCN(CC)CC.CCN(CC)CC. The value obtained for the frontier orbital gap is 6.907 eV. The calculation puts the calculated total energy at -156777.091 eV. The net charge is 0. As for the LUMO energy: -1.09 eV.